Record 1
{"formula": "C5H8O", "method": "the ωB97M-V functional and the def2-TZVPD basis", "fmax_ev_per_a": 0.5, "de_lowest_kcal_mol": 92.0, "charge": 0, "molar_mass_g_mol": 84.1, "energy_ha": -270.4112, "orbital_gap_ha": 0.3458, "spin_multiplicity": 1, "lumo_ev": 0.703, "symbols": ["C", "C", "C", "C", "C", "O", "H", "H", "H", "H", "H", "H", "H", "H"], "positions_angstrom": [[-0.2112, -1.9694, -0.8556], [-1.4916, 0.8061, 0.0587], [-0.0892, 1.3692, 0.0172], [1.0851, 0.7449, 0.1163], [1.3857, -0.7184, 0.2468], [0.1957, -1.5330, 0.3034], [-1.1454, -2.5224, -0.5873], [-1.6838, 0.0996, -0.7552], [-2.2063, 1.6264, -0.0438], [-1.7012, 0.2865, 1.0000], [-0.0450, 2.4496, -0.1136], [1.9943, 1.3459, 0.0661], [1.9492, -0.9230, 1.1641], [1.9638, -1.0619, -0.6173]], "atomic_forces_ev_per_a": [[-0.022, -0.063, 0.476], [-0.042, 0.026, 0.013], [0.184, -0.052, 0.011], [-0.159, 0.064, -0.039], [0.157, 0.164, 0.005], [-0.128, -0.153, -0.467], [0.118, 0.075, -0.017], [0.042, 0.145, 0.085], [0.039, -0.148, 0.046], [0.057, 0.080, -0.160], [0.087, -0.149, 0.052], [-0.177, -0.060, -0.002], [-0.137, 0.003, -0.114], [-0.019, 0.069, 0.111]], "nbo_charge": [0.078, -0.661, -0.167, -0.226, -0.112, -0.475, 0.075, 0.222, 0.216, 0.226, 0.203, 0.210, 0.199, 0.214]}

Record 2
{"formula": "C34H24Cl4N6O2S3V", "method": "the ωB97M-V functional and the def2-TZVPD basis", "fmax_ev_per_a": 2.4, "de_lowest_kcal_mol": 72.8, "charge": -2, "molar_mass_g_mol": 837.6, "energy_ha": -5768.5342, "orbital_gap_ha": [0.1798, 0.2099], "spin_multiplicity": 4, "lumo_ev": [3.838, 3.839], "symbols": ["V", "C", "N", "C", "C", "N", "C", "C", "C", "C", "C", "C", "C", "S", "C", "C", "C", "C", "C", "C", "S", "H", "H", "H", "H", "H", "H", "H", "H", "H", "H", "H", "H", "H", "H", "H", "H", "H", "H", "S", "N", "C", "C", "C", "C", "C", "N", "C", "C", "N", "C", "C", "C", "C", "C", "N", "H", "H", "H", "H", "H", "H", "Cl", "C", "C", "Cl", "C", "Cl", "C", "O", "C", "O", "C", "Cl"], "positions_angstrom": [[-1.1090, -0.1345, -0.4529], [1.1742, 2.0947, -3.1317], [1.4135, 2.4256, -1.7488], [2.7786, 2.3470, -1.2938], [3.4607, 0.9955, -1.5563], [2.7191, -0.1375, -1.0404], [2.8460, -1.3196, -1.8631], [2.8564, -0.3995, 0.3518], [4.0524, -0.5041, 0.9703], [4.1949, -0.6436, 2.3947], [3.1281, -0.7579, 3.1953], [1.7673, -0.8568, 2.6348], [1.5896, -0.5188, 1.1294], [0.5451, 0.9430, 0.7984], [0.6335, 3.4263, -1.1662], [1.2206, 4.5751, -0.6341], [0.4892, 5.5369, 0.0373], [-0.8749, 5.3804, 0.1841], [-1.4872, 4.2648, -0.3540], [-0.7643, 3.2741, -1.0136], [-1.6608, 1.9016, -1.6292], [1.7484, 2.7475, -3.8178], [0.1125, 2.1948, -3.3517], [1.4546, 1.0607, -3.3110], [2.7492, 2.5198, -0.2149], [3.4293, 3.1161, -1.7705], [4.4765, 1.0796, -1.1292], [3.5728, 0.8670, -2.6347], [2.5243, -1.0867, -2.8757], [2.2024, -2.1073, -1.4792], [3.8833, -1.7038, -1.9014], [4.9692, -0.4303, 0.3979], [5.1977, -0.6165, 2.8090], [3.2251, -0.7894, 4.2713], [1.0362, -0.3055, 3.2343], [2.2831, 4.7272, -0.7525], [0.9913, 6.4070, 0.4383], [-1.4528, 6.1206, 0.7226], [-2.5512, 4.1233, -0.2252], [-3.4336, -2.8893, 6.0706], [-2.0241, -3.0872, 5.2353], [-2.1068, -2.3732, 4.1239], [-1.0557, -2.2574, 3.1498], [0.1956, -2.7760, 3.2905], [1.2361, -2.3094, 2.3566], [0.7435, -1.8199, 0.9683], [-0.6122, -1.4235, 0.8910], [-1.3711, -1.4899, 1.9698], [-2.5489, -0.7065, 1.9073], [-2.5907, 0.1398, 0.8549], [-3.7104, 0.8280, 0.6667], [-4.7962, 0.7597, 1.5363], [-4.7257, -0.0231, 2.6755], [-3.5776, -0.7948, 2.8820], [-3.3444, -1.6632, 3.9902], [-4.1793, -1.8713, 5.0128], [0.4589, -3.3770, 4.1474], [2.0706, -3.0087, 2.2646], [1.0017, -2.4623, 0.1160], [-3.7385, 1.4597, -0.2147], [-5.6910, 1.3231, 1.3088], [-5.5330, -0.0605, 3.3930], [-0.6367, -3.3775, -6.3407], [-1.1682, -2.8768, -4.7729], [-2.2808, -3.4759, -4.2060], [-3.0624, -4.7845, -5.0176], [-2.7670, -3.0239, -2.9814], [-4.1762, -3.7474, -2.2821], [-2.1373, -1.9862, -2.2873], [-2.5431, -1.4544, -1.2083], [-0.8798, -1.4758, -2.8050], [-0.2752, -0.6820, -2.0058], [-0.4734, -1.8849, -4.0768], [0.9077, -1.1647, -4.8340]], "atomic_forces_ev_per_a": [[-0.115, 0.951, -0.823], [0.112, 0.073, -0.045], [0.293, 0.158, -0.184], [-0.018, -0.149, -0.053], [-0.224, 0.380, 0.055], [0.342, -0.039, -0.091], [0.140, -0.086, -0.072], [0.381, -0.125, 0.345], [-0.263, 0.111, -0.905], [-0.186, -0.135, 0.805], [0.269, 0.054, 0.050], [0.122, -0.092, -0.057], [-0.440, 0.789, -0.042], [0.778, 0.571, 0.714], [-0.231, 0.154, 0.215], [0.187, -0.036, -0.106], [0.031, 0.141, 0.057], [-0.014, 0.253, 0.093], [0.127, 0.080, 0.085], [-0.186, -0.079, -0.149], [-0.640, 0.425, -0.479], [0.038, 0.030, 0.012], [0.109, -0.076, -0.014], [-0.085, -0.063, -0.072], [0.141, 0.032, -0.039], [-0.037, -0.067, 0.133], [-0.049, -0.076, -0.148], [0.016, -0.099, 0.000], [-0.013, -0.076, 0.072], [-0.016, -0.036, -0.078], [0.002, -0.041, 0.042], [-0.009, 0.118, -0.168], [-0.015, 0.021, 0.057], [0.171, -0.023, 0.167], [0.062, -0.073, -0.080], [0.116, -0.032, 0.010], [0.049, 0.077, 0.058], [-0.080, 0.032, 0.024], [-0.059, -0.076, -0.055], [0.436, 0.482, -1.253], [-0.414, -0.006, 0.286], [0.019, -0.343, 0.663], [0.268, 0.141, -0.491], [-0.070, -0.134, 0.077], [0.000, 0.008, -0.030], [0.771, -0.459, -0.315], [-0.031, -1.593, 1.276], [0.052, -0.631, 0.452], [-0.413, -0.113, 0.708], [-2.004, 0.503, 1.073], [-0.200, 0.011, 0.104], [-0.130, 0.071, 0.065], [0.569, -0.370, -0.005], [-0.416, 0.952, -1.069], [-0.673, -0.584, 1.525], [0.430, -0.003, -0.318], [-0.037, -0.067, 0.127], [-0.013, 0.072, -0.045], [-0.057, 0.115, 0.185], [0.123, -0.048, 0.056], [0.039, 0.069, 0.012], [-0.069, -0.035, 0.033], [0.128, -0.079, -0.246], [-0.456, -0.419, 0.049], [0.365, 0.188, -0.303], [-0.199, -0.213, -0.156], [0.027, 0.219, 0.284], [-0.168, 0.022, 0.162], [0.557, -0.581, -1.264], [-0.345, 0.567, 0.941], [-0.956, -1.451, -0.878], [1.917, 0.291, -1.448], [-0.023, 0.260, 0.424], [0.169, 0.185, -0.015]], "mulliken_charge": [-0.182, -1.113, 1.274, -1.259, -1.436, 1.743, -0.871, -2.537, -0.338, -0.883, -1.092, 0.215, 2.506, -0.669, -0.522, -0.262, -0.821, -0.628, -0.818, 0.954, -0.817, 0.256, 0.379, 0.156, 0.582, 0.371, 0.293, 0.632, 0.129, 0.052, 0.333, 0.391, 0.351, 0.413, 0.242, 0.347, 0.363, 0.355, 0.337, 0.012, -0.739, 0.529, 0.660, -2.347, -0.161, -0.658, 0.307, 0.558, 0.437, 0.448, 0.027, -1.213, -0.632, -0.394, 1.064, -0.790, 0.386, 0.538, 0.434, 0.640, 0.387, 0.500, -0.270, 0.193, 0.173, -0.260, 0.100, -0.258, 0.194, -0.571, -0.591, 1.367, -0.243, -0.253]}

Record 3
{"formula": "C11H37BMnO14P3", "method": "the ωB97M-V functional and the def2-TZVPD basis", "fmax_ev_per_a": 3.0, "de_lowest_kcal_mol": 0.0, "charge": 1, "molar_mass_g_mol": 552.1, "energy_ha": -3694.6304, "orbital_gap_ha": [0.3219, 0.3374], "spin_multiplicity": 6, "lumo_ev": [-2.249, -2.274], "symbols": ["Mn", "B", "H", "H", "H", "H", "C", "O", "P", "O", "O", "C", "O", "C", "H", "H", "H", "H", "H", "H", "H", "H", "H", "C", "O", "P", "O", "O", "C", "O", "C", "H", "H", "H", "H", "H", "H", "H", "H", "H", "C", "O", "P", "O", "O", "C", "O", "C", "H", "H", "H", "H", "H", "H", "H", "H", "H", "C", "C", "O", "O", "H", "H", "H", "H", "H", "H"], "positions_angstrom": [[-0.2713, -0.7177, 1.3060], [-1.7984, -2.1319, 2.3805], [-0.7288, -2.3389, 2.7843], [-2.5446, -2.2781, 3.2493], [-1.8459, -1.0458, 2.0310], [-1.9934, -2.9297, 1.5675], [-1.5914, 3.4663, 1.4689], [-1.4679, 3.0846, 0.0986], [-2.1643, 1.7367, -0.3805], [-1.6774, 0.5115, 0.2874], [-3.7459, 1.9230, -0.1448], [-4.5605, 0.7505, -0.1263], [-1.9905, 1.7783, -1.9408], [-2.6475, 2.6687, -2.8622], [-1.9103, 2.6858, 2.1600], [-2.4142, 4.1935, 1.4844], [-0.7663, 4.0638, 1.8523], [-5.5934, 1.0751, -0.0251], [-4.3329, 0.0664, 0.6933], [-4.4090, 0.2177, -1.0708], [-2.1430, 2.6633, -3.8210], [-2.8057, 3.6513, -2.4237], [-3.6492, 2.2658, -3.0265], [2.3791, 2.9464, 1.4321], [3.1198, 2.0555, 0.6280], [2.4288, 1.0025, -0.3210], [1.2125, 0.3542, 0.1978], [2.2051, 1.7401, -1.7150], [1.9262, 3.1161, -1.8860], [3.6617, 0.0314, -0.5831], [4.7993, 0.5198, -1.3333], [2.2908, 2.6543, 2.4901], [1.2935, 2.9322, 1.2737], [2.8149, 3.9397, 1.4263], [2.3136, 3.4810, -2.8344], [2.2938, 3.8015, -1.1189], [0.8444, 3.2766, -1.8836], [5.2207, -0.2972, -1.9113], [5.4942, 0.8446, -0.5608], [4.6244, 1.3414, -2.0250], [1.3513, -4.6979, -0.6697], [0.9787, -3.8869, -1.7707], [-0.2425, -2.9025, -1.5579], [-0.2395, -2.1661, -0.2754], [-0.3116, -2.0670, -2.8985], [0.2019, -0.7427, -2.9956], [-1.4818, -3.8844, -1.6934], [-2.7957, -3.3811, -1.5597], [0.4739, -4.9477, -0.0676], [2.0731, -4.2613, 0.0264], [1.8258, -5.6535, -0.8929], [-0.5386, 0.0125, -3.2437], [0.9216, -0.7482, -3.8189], [0.7856, -0.4577, -2.1249], [-3.4908, -4.2112, -1.6601], [-3.0066, -2.6505, -2.3496], [-3.0822, -2.8477, -0.6488], [1.2505, -0.4971, 3.7390], [2.1012, -1.3670, 2.8073], [1.3928, -2.1545, 1.7947], [0.2938, 0.3169, 3.0679], [1.9057, -0.0124, 4.4647], [0.6696, -1.2116, 4.3404], [2.8431, -1.9683, 3.3280], [2.6725, -0.7350, 2.1170], [1.4326, -3.0664, 2.1021], [0.1445, 1.0893, 3.6223]], "atomic_forces_ev_per_a": [[-0.298, -1.108, -1.203], [-0.257, -1.370, 0.768], [1.306, -0.181, 0.682], [-0.851, 0.113, 1.040], [-1.175, 1.863, -0.441], [-0.335, -0.629, -1.215], [-1.698, 1.500, 0.527], [0.079, -0.800, -0.148], [-1.317, 0.145, -0.053], [0.013, 0.854, -0.799], [1.561, 0.675, 0.350], [-0.362, -0.709, -0.291], [0.933, -0.331, 0.225], [-1.370, -0.308, 0.464], [0.447, -0.376, -0.250], [-0.009, -0.174, 0.115], [0.567, -0.581, -0.423], [0.090, 0.082, -0.142], [0.280, 0.254, 0.043], [-0.274, -0.045, 0.105], [0.439, 0.123, 0.232], [0.478, 0.160, -0.145], [0.026, -0.013, -0.088], [-1.405, 0.212, 1.722], [-0.210, 0.084, 0.282], [1.215, -0.099, -0.880], [0.702, 0.367, -0.049], [0.378, -0.543, 0.602], [-1.024, 1.245, -0.050], [-1.604, 0.466, -0.683], [0.809, -0.032, 0.588], [1.125, -0.417, -0.105], [0.205, 0.349, -1.163], [-0.052, 0.021, -0.400], [0.149, -0.425, -0.078], [0.448, -0.534, 0.213], [-0.012, -0.211, -0.136], [-0.136, -0.200, 0.205], [0.309, 0.035, -0.297], [-0.585, 0.006, 0.191], [-0.045, -0.921, 1.835], [0.202, 0.387, -0.170], [-0.816, -0.679, -0.009], [0.262, 0.123, -1.149], [-0.291, -0.111, 0.706], [1.439, 0.297, -0.702], [0.845, 0.272, 0.385], [-1.535, 0.757, -0.485], [-0.065, 0.015, -0.074], [-0.101, 0.783, -0.409], [-0.271, 0.173, -1.113], [-0.429, -0.329, 0.342], [-0.112, -0.067, -0.052], [-0.412, 0.002, 0.274], [0.202, -0.099, -0.113], [0.120, -0.286, -0.245], [0.914, -0.352, 0.450], [-0.223, -2.806, 1.075], [0.610, 1.113, -2.077], [1.084, 0.323, 1.614], [1.183, 0.891, 0.460], [0.010, 0.621, -0.457], [-0.020, 0.171, 0.030], [-0.324, -0.051, 0.398], [0.265, 0.363, 0.577], [-0.727, -0.070, -0.186], [-0.347, 0.014, -0.221]], "nbo_charge": [1.489, -0.740, -0.030, 0.030, -0.095, 0.007, -0.279, -0.803, 2.625, -1.157, -0.815, -0.256, -0.828, -0.244, 0.200, 0.208, 0.201, 0.210, 0.214, 0.179, 0.211, 0.201, 0.197, -0.274, -0.806, 2.630, -1.157, -0.815, -0.255, -0.798, -0.256, 0.188, 0.189, 0.212, 0.210, 0.190, 0.192, 0.212, 0.199, 0.200, -0.266, -0.787, 2.629, -1.154, -0.796, -0.253, -0.795, -0.266, 0.196, 0.180, 0.211, 0.198, 0.192, 0.192, 0.208, 0.174, 0.209, -0.117, -0.107, -0.724, -0.752, 0.208, 0.210, 0.215, 0.185, 0.508, 0.516]}

Record 4
{"formula": "C3H16NO4", "method": "the ωB97M-V functional and the def2-TZVPD basis", "fmax_ev_per_a": 2.1, "de_lowest_kcal_mol": 12.6, "charge": 1, "molar_mass_g_mol": 130.2, "energy_ha": -479.3799, "orbital_gap_ha": 0.4407, "spin_multiplicity": 1, "lumo_ev": -2.765, "symbols": ["C", "C", "C", "O", "N", "H", "H", "H", "H", "H", "H", "H", "H", "H", "H", "H", "H", "O", "H", "H", "O", "H", "H", "O"], "positions_angstrom": [[-0.8076, 1.1145, 1.9936], [-0.9229, 1.6360, 0.5461], [0.3417, 2.2234, -0.0323], [-1.4250, 0.5194, -0.2598], [-1.6480, -0.0832, 2.2044], [0.2234, 0.8363, 2.2122], [-1.0403, 1.9337, 2.6723], [-1.7983, 2.2556, 0.3947], [0.5077, 3.2828, 0.1031], [0.4365, 1.8629, -1.0582], [1.2067, 1.6720, 0.3683], [-0.7557, 0.0071, -0.7258], [-1.1578, -0.9646, 1.9758], [-2.3530, -0.0706, 1.4513], [-2.0457, -0.1532, 3.1377], [0.6496, -2.6254, 1.3250], [0.6064, -1.3354, 0.4264], [0.4161, -1.6942, 1.3217], [1.3082, -0.5946, -4.1331], [2.1772, -1.7285, -4.3990], [2.0935, -1.0316, -3.7873], [1.3257, -1.3069, -2.1493], [1.9402, -2.2244, -1.1120], [1.1927, -1.6288, -1.2314]], "atomic_forces_ev_per_a": [[1.301, 0.866, -0.087], [-1.004, -1.421, -1.088], [1.012, -1.549, 0.145], [0.090, -0.058, 0.172], [-0.938, -0.100, -0.503], [-0.058, -0.147, -0.089], [-0.398, -0.301, 0.223], [0.142, 0.816, 0.626], [-0.196, 0.146, -0.166], [-0.473, 0.904, -0.354], [-0.085, 0.393, 0.491], [0.337, 0.131, 0.121], [0.890, 0.109, 0.105], [-0.268, 0.072, 0.415], [-0.157, 0.102, -0.066], [0.043, -0.033, -0.180], [0.163, -0.753, 0.269], [-0.397, 0.643, 0.198], [-0.005, 0.456, -0.035], [0.589, -1.675, -1.119], [-0.733, 1.356, 0.963], [0.183, -0.210, 0.294], [0.031, 0.002, 0.066], [-0.068, 0.253, -0.401]], "nbo_charge": [-0.262, 0.082, -0.651, -0.759, -0.697, 0.235, 0.238, 0.207, 0.252, 0.238, 0.217, 0.488, 0.482, 0.460, 0.438, 0.498, 0.512, -1.004, 0.477, 0.486, -0.935, 0.513, 0.491, -1.004]}